{"formula": "C44H121N11O11", "method": "wB97M-V/def2-TZVPD", "homo_ev": -8.92, "relative_energy_kcal_mol": 159.37, "homo_lumo_gap_ha": 0.3422, "e_tot_ev": -86492.3235, "multiplicity": 1, "symbols": ["C", "O", "C", "C", "C", "N", "H", "H", "H", "H", "H", "H", "H", "H", "H", "H", "H", "C", "O", "C", "C", "C", "N", "H", "H", "H", "H", "H", "H", "H", "H", "H", "H", "H", "C", "O", "C", "C", "C", "N", "H", "H", "H", "H", "H", "H", "H", "H", "H", "H", "H", "C", "O", "C", "C", "C", "N", "H", "H", "H", "H", "H", "H", "H", "H", "H", "H", "H", "C", "O", "C", "C", "C", "N", "H", "H", "H", "H", "H", "H", "H", "H", "H", "H", "H", "C", "O", "C", "C", "C", "N", "H", "H", "H", "H", "H", "H", "H", "H", "H", "H", "H", "C", "O", "C", "C", "C", "N", "H", "H", "H", "H", "H", "H", "H", "H", "H", "H", "H", "C", "O", "C", "C", "C", "N", "H", "H", "H", "H", "H", "H", "H", "H", "H", "H", "H", "C", "O", "C", "C", "C", "N", "H", "H", "H", "H", "H", "H", "H", "H", "H", "H", "H", "C", "O", "C", "C", "C", "N", "H", "H", "H", "H", "H", "H", "H", "H", "H", "H", "H", "C", "O", "C", "C", "C", "N", "H", "H", "H", "H", "H", "H", "H", "H", "H", "H", "H"], "xyz": [[1.3080, -1.9627, 3.5452], [2.7256, -1.9144, 3.1407], [3.0369, -0.8214, 2.3499], [4.4709, -1.0313, 1.7630], [5.5936, -1.0599, 2.8760], [4.7378, -0.1032, 0.7157], [1.1082, -0.9670, 3.9412], [1.2046, -2.6666, 4.3711], [0.6047, -2.3364, 2.8010], [2.3014, -0.9153, 1.5510], [2.8968, 0.1053, 2.9064], [4.5608, -1.9904, 1.2530], [6.5415, -1.1001, 2.3393], [5.4546, -1.9653, 3.4669], [5.6568, -0.2113, 3.5571], [4.6489, 0.8363, 1.0757], [4.0433, -0.2719, 0.0021], [-3.5142, -4.0881, 0.2060], [-4.9231, -4.3420, 0.1945], [-5.3385, -5.5401, 0.6442], [-6.9053, -5.5464, 0.6995], [-7.4435, -4.4767, 1.5620], [-7.5170, -6.6854, 1.3386], [-3.3720, -3.1291, -0.2922], [-2.9810, -4.8973, -0.2929], [-3.0924, -3.9483, 1.2013], [-4.9683, -6.4451, 0.1624], [-5.1641, -5.6752, 1.7116], [-7.2178, -5.4209, -0.3372], [-7.2888, -3.5645, 0.9858], [-6.9968, -4.3599, 2.5494], [-8.5283, -4.5424, 1.6452], [-6.9938, -7.0781, 2.1081], [-7.4267, -7.3364, 0.5717], [0.0854, -2.3663, -0.1625], [-0.0567, -1.0048, 0.0464], [-0.2006, -0.3528, -1.2778], [-0.6579, 1.0575, -1.0121], [-0.5395, 1.8577, -2.3114], [-0.0726, 1.7659, 0.1077], [0.7304, -2.4612, -1.0360], [-0.8854, -2.8597, -0.2091], [0.6373, -2.7344, 0.7024], [0.6965, -0.3484, -1.8969], [-1.0341, -0.8226, -1.8000], [-1.7059, 1.0243, -0.7145], [0.4623, 1.7806, -2.7338], [-0.6825, 2.9278, -2.1612], [-1.2408, 1.5565, -3.0895], [-0.0979, 1.0812, 0.8497], [0.8664, 2.0086, -0.1743], [-0.2529, -5.6452, 1.7668], [-0.9992, -6.8587, 1.4435], [-0.2961, -8.0299, 1.7906], [-1.2018, -9.2818, 1.5437], [-2.6612, -9.1518, 2.0690], [-0.6593, -10.4891, 2.0984], [-0.1473, -5.5506, 2.8476], [-0.6862, -4.7736, 1.2762], [0.7474, -5.8020, 1.3634], [0.6548, -8.0588, 1.2587], [-0.0293, -8.0932, 2.8455], [-1.3099, -9.4225, 0.4683], [-3.1382, -8.3179, 1.5539], [-2.6181, -8.8893, 3.1260], [-3.2239, -10.0724, 1.9145], [-1.3229, -11.1444, 2.4859], [-0.0559, -10.2774, 2.8801], [3.3722, -4.6757, 0.3975], [3.3498, -5.1542, 1.7128], [4.6573, -5.1541, 2.3381], [4.5500, -5.9934, 3.7061], [5.6282, -5.8636, 4.7401], [4.3666, -7.4185, 3.3894], [4.0576, -5.3030, -0.1724], [3.7480, -3.6525, 0.3995], [2.4475, -4.6735, -0.1795], [5.4245, -5.4786, 1.6350], [5.0031, -4.1868, 2.7026], [3.5976, -5.7347, 4.1688], [6.6530, -6.0059, 4.3970], [5.3608, -6.3077, 5.6989], [5.7113, -4.8055, 4.9883], [3.5763, -7.3986, 2.7608], [5.1054, -7.8500, 2.8526], [4.4548, 7.5316, -1.6473], [3.3629, 7.2858, -2.5173], [2.1579, 6.6981, -1.8137], [2.4297, 5.2581, -1.3680], [2.5939, 4.3188, -2.5529], [1.3077, 4.8407, -0.5406], [4.0580, 7.5597, -0.6325], [4.7403, 8.5831, -1.6775], [5.2270, 6.7733, -1.7771], [1.7570, 7.2816, -0.9850], [1.3220, 6.6040, -2.5069], [3.3660, 5.1785, -0.8158], [3.1176, 3.4392, -2.1785], [3.3049, 4.7713, -3.2441], [1.6387, 4.1683, -3.0559], [1.2128, 5.4177, 0.2829], [0.4108, 5.1006, -0.9254], [-1.0747, 4.6716, -4.9508], [-0.7457, 6.0840, -4.8092], [-1.0797, 6.6847, -6.0909], [-0.4238, 8.0440, -6.2494], [-1.1048, 9.0542, -5.2750], [-0.6683, 8.5334, -7.5701], [-2.1561, 4.7680, -5.0483], [-0.8821, 4.1570, -4.0094], [-0.6428, 4.1750, -5.8196], [-0.6695, 6.1134, -6.9236], [-2.1686, 6.6736, -6.0426], [0.6391, 7.9726, -6.0184], [-0.6404, 10.0400, -5.3024], [-0.9001, 8.8607, -4.2220], [-2.1901, 9.0060, -5.3637], [-0.4702, 9.5138, -7.4303], [-1.6473, 8.3534, -7.7414], [5.5241, -1.2903, -7.0917], [5.0303, -1.1868, -5.7355], [3.6270, -1.5197, -5.7052], [2.9631, -0.9415, -4.4818], [3.2211, -1.6673, -3.1481], [1.4804, -0.8668, -4.6173], [5.3692, -0.3973, -7.6972], [5.1442, -2.1985, -7.5596], [6.6113, -1.3682, -7.1000], [3.0796, -1.2319, -6.6028], [3.4190, -2.5893, -5.6782], [3.2379, 0.1094, -4.3913], [4.3098, -1.6547, -3.0973], [2.8503, -2.6900, -3.2168], [2.8004, -1.2373, -2.2391], [0.9618, -1.7159, -4.7908], [1.3484, -0.3682, -5.4857], [-1.0630, 7.3334, -1.6425], [-1.0114, 7.2877, -0.2157], [-2.2037, 6.9074, 0.4045], [-2.8330, 5.5363, 0.1023], [-4.2714, 5.4305, 0.7676], [-1.8599, 4.5967, 0.7488], [-0.2439, 8.0086, -1.8903], [-1.9608, 7.8782, -1.9346], [-0.9742, 6.2831, -1.9203], [-2.0410, 7.0267, 1.4757], [-2.9988, 7.6029, 0.1357], [-2.8973, 5.3251, -0.9651], [-4.6956, 4.4910, 0.4136], [-4.9389, 6.1562, 0.3028], [-4.4013, 5.5372, 1.8445], [-1.7955, 3.6913, 0.3059], [-0.8863, 4.8561, 0.6779], [-5.7545, 1.4567, -0.0839], [-5.8399, 0.3007, 0.7933], [-5.2851, 0.4819, 2.1426], [-4.3276, -0.7569, 2.3460], [-3.1865, -0.6162, 1.4004], [-4.8735, -2.0255, 1.9595], [-5.2821, 1.3508, -1.0604], [-5.3227, 2.2423, 0.5363], [-6.7905, 1.7068, -0.3125], [-4.7692, 1.4305, 2.2907], [-6.1174, 0.3659, 2.8368], [-3.8565, -0.7085, 3.3277], [-2.3753, -1.3279, 1.5538], [-2.7520, 0.3832, 1.4268], [-3.6141, -0.7084, 0.4020], [-5.0470, -2.2139, 0.9825], [-5.7900, -2.0201, 2.3839], [2.5810, 1.3076, 6.5563], [1.3791, 1.7554, 5.9507], [1.5066, 2.3865, 4.6398], [0.0611, 2.6633, 4.0315], [-0.8263, 1.4787, 3.5433], [0.2462, 3.4806, 2.8427], [3.3835, 2.0430, 6.4991], [3.0900, 0.4166, 6.1887], [2.4300, 0.9492, 7.5746], [2.1069, 3.2799, 4.8116], [2.1417, 1.7242, 4.0514], [-0.4822, 3.2594, 4.7648], [-1.6533, 1.9112, 2.9801], [-1.1945, 0.7157, 4.2290], [-0.1790, 0.9007, 2.8838], [-0.7276, 3.6109, 2.6086], [0.6460, 2.9820, 2.0606]]}